Entry from the Open Molecules 2025 dataset: a structure of composition C20H25Cl2FeP (the ωB97M-V functional and the def2-TZVPD basis).

Output
multiplicity = 6
LUMO level (alpha / beta) = 0.103 / 0.103 Eh
electronic energy = -3302.578951 hartree
HOMO (alpha / beta) = -0.0286 / -0.1585 Eh
charge = -1
maximum force = 3.98 eV/A
expectation value of S² = 8.78
frontier orbital gap (alpha / beta) = 3.59 / 7.11 eV

XYZ file:
```
49
Properties=species:S:1:pos:R:3:forces:R:3:mulliken_spin:R:1
Fe 0.399028 1.184073 1.768936 -0.58 -1.41 -0.71 3.791
Cl -0.688206 2.360771 0.293666 -0.34 0.76 -0.44 0.111
Cl 2.000660 1.583152 3.189056 0.61 0.18 0.55 0.090
C 0.418611 -0.875090 0.284842 1.74 0.95 1.07 0.111
H -0.399426 -0.337677 -0.230302 0.80 -0.66 0.68 0.005
H 1.412764 -0.917871 -0.171660 -0.48 -0.18 -0.17 0.012
C -1.941842 -1.161709 -1.980933 1.61 -1.40 0.32 0.011
C -0.877318 -2.026676 -1.886894 -2.41 0.59 -0.16 -0.024
H -2.852060 -1.327109 -1.403782 0.27 -0.17 -0.01 0.001
C 0.362068 -1.883238 -2.703960 0.22 0.21 -0.62 0.003
H -0.916252 -2.898853 -1.219520 -0.32 0.41 -0.50 0.006
C 0.575717 -0.421210 -3.125630 0.30 0.00 0.00 -0.002
H 1.234286 -2.300904 -2.175982 -0.25 0.27 -0.10 -0.003
H 0.246093 -2.483782 -3.630701 0.04 0.07 0.35 -0.001
C -0.705411 0.178720 -3.708822 -0.22 0.06 0.18 0.005
H 0.920195 0.155824 -2.254191 -0.21 -0.03 -0.21 0.004
H 1.360931 -0.358964 -3.886201 0.09 -0.04 0.10 -0.001
C -1.844079 0.157469 -2.678828 0.07 0.44 -0.40 0.003
H -0.540222 1.206881 -4.060786 0.06 -0.20 0.12 -0.001
H -1.005315 -0.407060 -4.587025 0.04 -0.02 0.04 0.000
H -1.671537 0.964073 -1.941070 -0.02 -0.34 -0.06 0.010
H -2.795923 0.423177 -3.160792 0.12 -0.13 0.01 0.001
C 1.359653 -1.984845 2.945662 0.81 -0.15 0.33 0.011
P 0.092211 -1.762014 1.727763 -2.64 2.87 -0.82 -0.068
C -0.518185 -3.399848 1.300688 0.02 -0.97 0.62 -0.004
C -1.780049 -3.847756 1.733165 0.54 -0.18 -0.43 0.023
C -2.217409 -5.110800 1.332532 0.18 -0.21 -0.16 -0.014
C -1.420085 -5.907500 0.495926 0.01 0.14 0.21 0.002
C -0.159654 -5.453305 0.080881 -0.02 -0.25 0.19 0.000
C 0.313369 -4.224652 0.526484 -0.49 -0.01 0.04 0.019
C -1.215727 -0.728678 2.438012 2.89 -1.44 -0.35 0.140
C -2.351264 -0.466212 1.655371 -2.32 0.56 -0.97 0.325
C -3.414286 0.238738 2.199078 0.57 -0.63 -0.61 -0.145
C -3.361161 0.659639 3.536431 -1.59 0.66 0.14 0.412
C -2.239820 0.380429 4.316924 1.42 -0.34 0.53 -0.088
C -1.137566 -0.257715 3.765125 -1.13 0.32 1.70 0.124
H 2.160230 -2.575759 2.487295 0.02 0.07 0.22 0.005
H 0.949722 -2.526714 3.809316 0.05 0.04 -0.31 0.002
H 1.759039 -1.016935 3.283636 -0.11 -0.30 -0.23 -0.010
H -2.396390 -3.216206 2.374355 0.20 -0.07 -0.21 0.005
H -3.179755 -5.479960 1.693879 0.26 0.06 -0.20 -0.002
H -1.756198 -6.910220 0.211637 0.05 0.44 0.00 0.000
H 0.467759 -6.070990 -0.569089 -0.25 0.13 0.27 0.001
H 1.319184 -3.880467 0.260557 -0.41 -0.07 -0.08 0.001
H -2.397495 -0.797408 0.611754 0.04 0.16 0.44 0.028
H -4.300163 0.451265 1.592237 0.34 -0.04 0.14 -0.010
H -4.218238 1.195926 3.965159 0.42 -0.24 -0.15 0.053
H -2.229744 0.671753 5.372909 0.14 0.05 -0.40 -0.003
H -0.247838 -0.434666 4.361583 -0.14 0.04 0.05 0.064
```
Forces are in eV/Å.

Entry from the Open Molecules 2025 dataset: a structure of composition C20H25F3N6O2S3V (the ωB97M-V functional and the def2-TZVPD basis).

Output
multiplicity = 3
LUMO level (alpha / beta) = -0.091 / -0.103 Eh
electronic energy = -3694.278331 hartree
HOMO (alpha / beta) = -0.3888 / -0.3887 Eh
charge = +1
maximum force = 0.09 eV/A
expectation value of S² = 2.02
frontier orbital gap (alpha / beta) = 8.10 / 7.79 eV

XYZ file:
```
60
Properties=species:S:1:pos:R:3:forces:R:3:mulliken_spin:R:1
V 0.539289 -0.235803 0.389513 -0.01 -0.01 0.09 2.023
N 2.407079 0.367858 -0.600645 0.02 0.03 0.00 -0.006
C 2.758329 1.732660 -0.166585 -0.01 0.01 0.01 0.009
C 1.544078 2.612301 -0.394802 0.00 0.00 -0.01 0.006
N 0.337822 2.013727 0.217775 -0.03 0.02 0.00 -0.023
C -0.099094 2.626897 1.489165 -0.01 -0.01 0.01 -0.004
C 0.615778 1.966419 2.646732 0.01 -0.01 0.00 0.023
N 0.432514 0.511659 2.499442 0.02 -0.02 -0.02 -0.009
H 2.280800 0.345006 -1.612611 -0.01 0.00 0.00 0.005
H 3.163273 -0.280049 -0.402946 -0.01 -0.01 0.00 0.007
H 3.020493 1.696520 0.892110 0.00 -0.01 0.00 -0.004
H 3.620373 2.130712 -0.705793 0.00 0.00 0.00 0.002
H 1.719002 3.621639 -0.016596 0.00 0.00 0.00 -0.001
H 1.368345 2.695007 -1.469586 -0.01 0.00 0.00 -0.002
H -0.431937 2.112059 -0.438706 0.00 0.00 0.00 0.005
H 0.063887 3.706995 1.488368 0.00 0.00 0.00 -0.001
H -1.172675 2.451973 1.583222 0.00 0.00 -0.01 0.002
H 1.684499 2.187358 2.620613 0.00 -0.01 0.01 -0.005
H 0.228099 2.338945 3.596537 -0.01 0.00 0.00 -0.001
H 0.979327 0.005740 3.186336 0.00 0.00 0.00 0.003
H -0.544078 0.271100 2.663468 -0.01 0.01 0.00 -0.001
O -4.103598 1.775494 -1.710718 0.00 0.01 -0.03 0.000
C -4.407320 1.452679 -0.443511 0.02 -0.03 0.03 -0.001
C -5.649991 1.868017 0.037866 0.00 0.00 0.00 0.000
C -6.034296 1.571646 1.327036 0.01 0.00 0.00 0.001
C -5.191811 0.851396 2.175345 -0.01 0.00 0.01 0.000
C -3.962202 0.444851 1.710526 -0.01 0.01 -0.02 0.001
C -3.542361 0.737948 0.405673 0.00 0.00 0.00 -0.007
C -2.204847 0.294087 -0.016678 -0.05 0.01 -0.01 0.006
O -1.427239 -0.255320 0.852044 0.07 0.03 -0.03 0.001
N -1.827145 0.515721 -1.256806 -0.01 0.01 -0.03 0.008
N -0.539344 0.014527 -1.504096 0.00 -0.03 0.02 -0.035
C -0.332630 -0.216933 -2.752060 0.05 -0.01 0.03 0.024
S 1.149859 -0.946771 -3.341410 -0.03 0.01 0.00 0.005
C 0.888860 -0.386025 -5.046931 0.00 0.00 -0.01 0.000
C -0.587326 -0.558430 -5.341379 -0.02 0.00 0.00 0.000
S -1.530097 0.152025 -3.963358 0.00 0.00 -0.03 0.005
H -3.228652 1.390467 -1.924139 0.00 -0.01 0.00 0.000
H -6.295599 2.418443 -0.632863 0.00 0.00 0.00 0.000
H -7.004340 1.897299 1.679420 0.00 0.00 0.00 0.000
H -5.504478 0.608075 3.181095 0.00 0.00 0.00 0.000
H -3.300287 -0.131395 2.342573 0.00 0.00 0.00 0.001
H 1.503944 -1.012834 -5.690779 0.01 0.00 0.01 0.000
H 1.199623 0.652640 -5.147883 0.00 0.00 0.00 0.000
H -0.849695 -1.610062 -5.446059 0.00 0.00 0.00 0.000
H -0.878824 -0.025325 -6.245106 0.00 0.00 0.00 0.000
F 2.668291 -4.967333 -0.918887 -0.01 0.00 0.01 0.000
C 2.454573 -5.081921 0.401354 0.00 -0.01 0.01 -0.004
F 3.308844 -6.005468 0.866646 -0.01 0.01 -0.02 0.000
F 1.215502 -5.553607 0.575382 0.01 0.00 -0.01 0.000
C 2.650963 -3.761100 1.100945 0.02 0.01 0.02 -0.004
C 3.656273 -3.595474 2.025487 -0.02 -0.01 -0.01 0.012
C 3.843498 -2.356805 2.643481 0.02 0.00 0.01 -0.002
C 2.992630 -1.334340 2.306095 -0.02 0.00 -0.01 0.020
N 1.997421 -1.490326 1.422178 0.02 -0.01 -0.04 -0.044
C 1.812050 -2.670831 0.800683 -0.01 0.02 -0.01 0.020
S 0.513788 -2.581587 -0.320960 -0.02 -0.01 0.01 -0.042
H 4.302298 -4.428336 2.266766 0.00 0.00 0.00 0.000
H 4.629157 -2.204235 3.367929 0.00 0.00 0.00 0.000
H 3.099305 -0.349581 2.750090 0.00 0.00 0.00 0.004
```
Forces are in eV/Å.

Entry from the Open Molecules 2025 dataset: a cluster of 3 separate species, C20H25FN4O6P in total (the ωB97M-V functional and the def2-TZVPD basis).

Output
LUMO level = -0.142 Eh
electronic energy = -1888.096703 hartree
HOMO = -0.4534 Eh
charge = +1
maximum force = 8.37 eV/A
frontier orbital gap = 8.48 eV

XYZ file:
```
57
Properties=species:S:1:pos:R:3:forces:R:3:mulliken_charge:R:1
C -3.110717 4.028819 1.538024 -0.76 0.98 -0.11 -0.583
O -3.057533 2.568490 1.795712 2.64 0.78 1.09 -0.354
C -1.887784 2.284456 2.647708 -1.00 1.64 1.15 -0.436
N -0.723857 1.631767 1.917496 4.90 -2.78 -3.60 0.314
C -0.505077 1.346138 0.444383 3.40 -1.02 3.53 -0.297
N 0.891313 0.709344 0.301256 -1.46 0.33 3.24 0.358
C 1.637240 0.261809 -0.935976 0.47 0.30 -1.87 -0.356
C 2.963772 1.227942 -1.114310 -0.08 0.59 -0.43 0.183
C 2.699168 2.801083 -0.645638 -0.10 -0.69 1.20 -0.766
F 4.127803 0.650481 -0.348271 -2.74 1.30 -1.57 -0.339
C 1.645263 0.502258 1.627606 -7.51 3.68 0.03 -0.687
C 0.523528 1.155719 2.629090 2.80 -1.83 -3.47 -0.064
P 1.060093 1.175096 4.461632 -3.88 2.48 2.49 0.405
O -0.083618 1.774135 5.373537 3.16 -1.92 -2.85 -0.634
H -4.125910 4.271110 0.989791 2.14 -0.78 1.06 0.232
H -2.216008 4.369939 0.859708 -1.64 -0.60 1.39 0.258
H -3.142224 4.621440 2.564287 0.25 -1.23 -2.17 0.344
H -1.465785 3.320602 3.063274 -0.80 -2.43 -0.78 0.353
H -2.163755 1.603841 3.561063 0.51 1.18 -1.99 0.329
H -1.244502 1.563712 -0.437376 1.69 -0.57 2.06 0.505
H 1.003143 0.397994 -1.933765 1.07 -0.12 2.39 0.051
H 1.907001 -0.896911 -0.902281 -0.49 2.65 0.31 0.310
H 3.233623 1.259896 -2.254678 -0.20 -0.51 2.34 0.362
H 2.975054 2.827559 0.515170 -0.44 0.18 -2.60 0.221
H 1.550259 3.100833 -0.694598 2.47 -0.78 -0.19 0.145
H 3.334676 3.577984 -1.254562 -1.20 -1.79 1.27 0.323
H 2.701145 0.030650 1.816785 -2.31 0.99 -0.69 0.493
H 1.468891 -0.167947 4.801494 -0.14 0.73 -0.66 0.148
H 2.255446 2.005040 4.584999 -0.70 -0.88 -0.64 0.156
C 2.133142 -6.407568 0.643483 0.05 0.12 0.05 -0.387
C 1.235371 -5.637075 1.384084 0.34 0.19 -0.03 -0.500
C 1.641601 -4.415500 1.924568 0.00 0.00 -0.04 -0.239
C 2.953901 -3.970964 1.712372 -0.31 -0.80 -0.33 0.153
C 3.859505 -4.746068 0.975786 0.02 0.01 -0.02 -0.362
C 3.442511 -5.967339 0.442605 -0.24 0.26 0.21 -0.467
N 3.379521 -2.675820 2.256361 0.98 0.47 0.08 0.959
O 2.554811 -2.028368 2.918449 0.89 -0.43 -0.67 -0.555
O 4.537153 -2.302144 2.019096 -1.99 -0.35 0.46 -0.557
H 1.810128 -7.356729 0.219268 0.08 0.20 0.11 0.382
H 0.216982 -5.987615 1.537576 0.23 0.12 0.01 0.374
H 0.929952 -3.826756 2.499277 0.32 -0.03 -0.11 0.420
H 4.882327 -4.415461 0.807618 -0.30 0.08 0.15 0.436
H 4.137156 -6.574897 -0.133233 -0.11 0.18 0.15 0.379
C -5.239421 1.724944 -3.507490 0.08 -0.08 -0.06 -0.434
C -4.089305 2.144388 -2.837089 0.12 -0.31 -0.22 -0.488
C -2.864462 1.525438 -3.094103 -0.18 -0.07 -0.04 -0.130
C -2.801731 0.485732 -4.032103 -0.81 0.41 0.17 0.010
C -3.956188 0.057492 -4.700911 0.07 0.04 0.03 -0.352
C -5.175944 0.682245 -4.433422 0.34 0.15 0.22 -0.438
N -1.512554 -0.151832 -4.325382 0.72 -0.99 -0.78 0.935
O -0.517550 0.242417 -3.699092 -1.03 -0.47 -0.61 -0.651
O -1.492065 -1.044448 -5.184950 0.08 1.59 1.58 -0.545
H -6.191161 2.214384 -3.307882 0.21 -0.11 -0.04 0.377
H -4.147079 2.956715 -2.115743 0.05 -0.17 -0.15 0.402
H -1.977277 1.863978 -2.563397 -0.08 -0.16 -0.34 0.479
H -3.922746 -0.751504 -5.427651 0.21 0.20 0.21 0.444
H -6.077226 0.359077 -4.949658 0.24 0.03 0.09 0.382
```
Forces are in eV/Å.

Entry from the Open Molecules 2025 dataset: the molecule C20H25FN4OS (the ωB97M-V functional and the def2-TZVPD basis).

Output
SMILES string = CCCCN(C)CCNC(=O)c1cc2c(-c3ccccc3F)nn(C)c2s1
LUMO level = 0.015 Eh
electronic energy = -1569.424801 hartree
HOMO = -0.3041 Eh
maximum force = 1.04 eV/A
frontier orbital gap = 8.69 eV

XYZ file:
```
52
Properties=species:S:1:pos:R:3:forces:R:3:mulliken_charge:R:1
C -5.723023 -1.134096 -1.724813 0.15 -0.09 -0.15 -1.149
C -4.762600 -2.174039 -1.160444 -0.20 0.05 0.16 -0.307
C -4.736823 -2.188087 0.368430 0.28 0.10 -0.10 -0.749
C -3.921715 -1.043183 0.973005 -0.15 -0.26 -0.03 -0.661
N -4.524380 0.269246 0.768849 0.06 0.25 0.12 0.452
C -5.573181 0.537052 1.727750 0.01 0.00 -0.06 -1.166
C -3.529437 1.324641 0.729344 0.02 -0.13 -0.13 -0.630
C -2.840822 1.365661 -0.650993 -0.15 -0.16 0.20 -0.889
N -1.422091 1.605732 -0.561053 0.01 0.35 -0.06 -0.020
C -0.534322 0.581472 -0.520958 -0.10 0.07 -0.07 0.568
O -0.862738 -0.583461 -0.658205 -0.03 -0.20 0.02 -0.687
C 0.872351 0.964632 -0.333268 0.64 0.08 0.08 0.432
C 1.915599 0.091739 -0.264589 -0.53 0.12 -0.03 -1.262
C 3.157663 0.745641 -0.086960 0.16 1.02 0.07 0.698
C 4.563607 0.574933 0.023775 -0.43 0.67 0.07 0.398
C 5.372294 -0.632908 0.010058 0.18 -0.43 0.05 0.386
C 6.700985 -0.567261 -0.413423 -0.11 -0.14 0.04 -0.427
C 7.496848 -1.694572 -0.446349 0.12 0.01 -0.02 -0.708
C 6.985651 -2.922097 -0.054450 -0.05 0.04 0.02 -0.343
C 5.677263 -3.013529 0.385065 -0.12 0.01 0.02 -0.606
C 4.892347 -1.876680 0.415331 0.31 0.11 -0.08 0.402
F 3.631882 -1.994072 0.883657 0.04 0.08 -0.07 -0.327
N 5.149334 1.763993 0.122058 0.70 -0.42 0.12 -0.879
N 4.203080 2.708718 0.089840 -0.51 -0.38 -0.10 0.689
C 4.533301 4.099079 0.191342 0.06 0.37 0.02 -0.901
C 2.995006 2.138579 -0.038306 -0.08 -0.59 -0.01 -0.268
S 1.367853 2.659012 -0.184011 0.10 -0.23 -0.04 -0.453
H -5.482576 -0.151563 -1.330578 -0.08 0.06 -0.06 0.222
H -6.747097 -1.375573 -1.446306 -0.15 0.01 0.02 0.338
H -5.661934 -1.109173 -2.810941 -0.08 0.02 -0.13 0.345
H -3.752333 -1.984049 -1.528055 0.10 -0.06 -0.05 0.171
H -5.060517 -3.163510 -1.517532 0.09 0.00 -0.04 0.376
H -5.760076 -2.169958 0.747723 -0.07 -0.08 0.09 0.300
H -4.276346 -3.119783 0.705165 -0.06 -0.03 0.08 0.392
H -3.779727 -1.233614 2.051989 0.08 0.08 -0.02 0.338
H -2.934663 -1.052940 0.506957 0.02 0.01 0.04 0.206
H -6.064294 1.476557 1.475262 -0.06 0.02 0.05 0.331
H -6.313846 -0.257794 1.677495 -0.10 -0.01 0.07 0.273
H -5.200991 0.599518 2.763745 0.00 -0.02 0.02 0.382
H -2.758361 1.188571 1.508691 -0.04 0.05 -0.03 0.334
H -4.026499 2.278583 0.921012 0.03 -0.03 0.05 0.365
H -3.290931 2.133285 -1.283183 -0.01 -0.10 -0.01 0.349
H -2.965250 0.395439 -1.134774 -0.04 0.15 -0.01 0.361
H -1.113819 2.540489 -0.344380 -0.01 -0.12 -0.04 0.233
H 1.768330 -0.969359 -0.335564 -0.09 -0.17 -0.03 0.536
H 7.085959 0.393835 -0.714900 0.04 0.07 -0.05 0.406
H 8.520159 -1.618974 -0.781378 0.08 0.01 -0.03 0.382
H 7.603973 -3.806056 -0.084455 0.04 -0.08 0.00 0.379
H 5.254876 -3.951309 0.710510 -0.06 -0.07 0.04 0.446
H 4.198976 4.635604 -0.699012 0.05 -0.01 0.02 0.307
H 4.058655 4.540947 1.069801 0.05 -0.01 -0.01 0.300
H 5.614403 4.174691 0.282035 -0.08 0.01 -0.01 0.333
```
Forces are in eV/Å.